Formula: C26H68O10P
Source: the Open Molecules 2025 dataset
Level of theory: ωB97M-V/def2-TZVPD

Summary:
Net charge ... -1
DFT total energy ... -2125.0386 Ha
Lowest unoccupied orbital energy ... 2.12 eV
Orbital gap ... 0.1608 hartree
HOMO energy ... -2.3 eV

```
105
C26H68O10P (ωB97M-V/def2-TZVPD)
O -0.9333 0.0051 3.6134
C -1.3730 -0.5004 2.3036
C -2.4080 -1.7413 2.5803
C -1.7756 -3.0047 3.4111
C -0.9011 -4.0616 2.5038
C 0.4990 -3.4030 1.8855
P 0.2502 -3.1146 0.0119
O -1.4239 -2.9185 -0.4270
O 1.2541 -1.8382 -0.6168
H -0.0691 0.5100 3.5613
H -0.4934 -0.7513 1.5556
H -2.0097 0.3494 1.7581
H -2.8955 -2.0503 1.5455
H -3.3080 -1.2872 3.2188
H -1.1520 -2.7051 4.3664
H -2.7055 -3.6266 3.8275
H -1.5158 -4.5709 1.6406
H -0.5256 -4.9048 3.2611
H 0.6873 -2.3772 2.4636
H -1.6618 -1.9350 -0.4008
H 1.9440 -1.6113 0.0758
C 1.1715 -1.6926 -4.4882
C 2.6223 -1.3446 -4.7808
C 3.4543 -2.5941 -5.0209
O 3.1653 -0.6199 -3.6801
H 1.0904 -2.3076 -3.5847
H 0.5872 -0.7844 -4.3052
H 0.7200 -2.2373 -5.3232
H 2.6744 -0.6931 -5.6598
H 3.4543 -3.2411 -4.1364
H 4.4986 -2.3291 -5.2180
H 3.0714 -3.1659 -5.8719
H 3.1231 -1.1908 -2.8949
C 1.1470 -6.2475 6.6376
C -0.3442 -5.9650 6.5485
C -1.1601 -7.1005 7.1452
O -0.7103 -5.7875 5.1825
H 1.4082 -7.1542 6.0804
H 1.7213 -5.4275 6.1933
H 1.4635 -6.3734 7.6778
H -0.5740 -5.0313 7.0732
H -0.9807 -8.0375 6.6060
H -2.2316 -6.8891 7.0630
H -0.9128 -7.2521 8.2006
H -0.5098 -6.6118 4.7087
C -7.6858 -2.6750 1.1764
C -6.5611 -1.7079 1.5095
C -5.9139 -1.1553 0.2496
O -5.5762 -2.3799 2.2905
H -7.3093 -3.5336 0.6089
H -8.1342 -3.0742 2.0924
H -8.4678 -2.1838 0.5888
H -6.9522 -0.8828 2.1146
H -5.4746 -1.9600 -0.3506
H -5.0982 -0.4703 0.5047
H -6.6427 -0.6185 -0.3657
H -5.2233 -3.1143 1.7610
C 4.7353 2.7225 -3.5828
C 5.0337 3.0040 -2.1188
C 5.9635 1.9547 -1.5309
O 3.8133 3.0193 -1.3826
H 4.2377 1.7534 -3.7021
H 4.0552 3.4787 -3.9893
H 5.6530 2.7197 -4.1792
H 5.4884 3.9957 -2.0199
H 5.5095 0.9584 -1.5775
H 6.1596 2.1632 -0.4737
H 6.9180 1.9289 -2.0658
H 3.4025 2.1426 -1.4648
C 1.4831 3.4581 2.0644
C 1.8806 2.7063 3.3246
C 3.0676 3.3631 4.0108
O 2.2145 1.3624 2.9871
H 2.3043 3.4689 1.3389
H 0.6355 2.9671 1.5745
H 1.2051 4.4918 2.2926
H 1.0307 2.6693 4.0147
H 3.9450 3.3705 3.3543
H 3.3503 2.8043 4.9093
H 2.8371 4.3940 4.2974
H 2.9684 1.3854 2.3745
C -2.0479 2.4275 -7.1702
C -1.6504 1.6757 -5.9100
C -0.4634 2.3325 -5.2238
O -1.3165 0.3317 -6.2475
H -1.2267 2.4383 -7.8957
H -2.8955 1.9365 -7.6601
H -2.3259 3.4612 -6.9420
H -2.5003 1.6387 -5.2199
H 0.4140 2.3399 -5.8803
H -0.1807 1.7737 -4.3253
H -0.6939 3.3633 -4.9372
H -0.5626 0.3548 -6.8601
C -1.1688 5.8892 -0.8933
C -0.0441 6.8563 -0.5602
C 0.6031 7.4089 -1.8200
O 0.9408 6.1843 0.2208
H -0.7923 5.0306 -1.4608
H -1.6172 5.4900 0.0228
H -1.9508 6.3804 -1.4808
H -0.4352 7.6814 0.0450
H 1.0424 6.6042 -2.4203
H 1.4188 8.0939 -1.5650
H -0.1257 7.9457 -2.4353
H 1.2937 5.4499 -0.3087
```

---

Formula: C26H69N3O12
Source: the Open Molecules 2025 dataset
Level of theory: ωB97M-V/def2-TZVPD

Summary:
Net charge ... 0
DFT total energy ... -2098.7699 Ha
Lowest unoccupied orbital energy ... 0.50 eV
Orbital gap ... 0.3395 hartree
HOMO energy ... -8.7 eV

```
110
C26H69N3O12 (ωB97M-V/def2-TZVPD)
C -5.4163 0.2649 -0.1601
O -4.6613 0.6009 0.9809
C -4.1233 1.8919 0.9439
C -3.6333 2.2279 2.3959
N -4.7413 2.7089 3.2219
C -4.2983 3.3499 4.4029
C -5.3383 4.0879 5.2189
O -4.9873 4.8409 6.1419
C -6.0033 5.0389 7.1739
H -5.5293 -0.7941 -0.1751
H -4.9073 0.6059 -1.0171
H -6.3663 0.7529 -0.1561
H -4.7703 2.7189 0.5499
H -3.3723 1.8359 0.2099
H -2.8713 2.9889 2.2959
H -3.1673 1.3349 2.8449
H -5.3603 1.9009 3.4679
H -3.4693 4.0789 4.2319
H -3.9253 2.6479 5.1469
H -5.9753 3.3169 5.6499
H -5.9853 4.5879 4.5249
H -5.5423 5.8059 7.8359
H -6.1453 4.1699 7.8219
H -6.9433 5.5439 6.8439
C 0.7397 -3.0051 -3.7211
O 2.1537 -2.8381 -3.9451
C 2.5917 -1.5201 -3.5661
C 4.0507 -1.4161 -4.0531
N 4.8797 -2.3381 -3.2991
C 6.2417 -2.2561 -3.6981
C 6.9267 -3.2041 -2.7311
O 8.1327 -3.5401 -2.8561
C 9.0527 -2.5521 -2.5061
H 0.4387 -2.6191 -2.7181
H 0.5847 -4.0831 -3.8261
H 0.0817 -2.4661 -4.4321
H 2.5517 -1.3461 -2.5321
H 1.9697 -0.8041 -4.0971
H 4.4447 -0.4551 -3.7571
H 4.1097 -1.5761 -5.1131
H 4.4937 -3.2621 -3.5791
H 6.5857 -1.2071 -3.6391
H 6.3837 -2.6951 -4.6871
H 6.4447 -4.1731 -2.8681
H 6.7937 -2.9301 -1.6961
H 8.8577 -2.2201 -1.4951
H 9.1717 -1.7081 -3.1721
H 10.0267 -3.0771 -2.5201
C -3.6043 -3.2301 0.3619
O -2.9573 -2.2481 -0.3981
C -2.3513 -1.2271 0.3919
C -0.8833 -1.6591 0.5819
N -0.0653 -0.6731 1.1629
C 1.2437 -1.2211 1.5389
C 2.0307 -0.2391 2.3289
O 1.5747 0.1379 3.3979
C 2.4767 0.9859 4.1029
H -3.9703 -4.1241 -0.1931
H -4.5103 -2.7621 0.8739
H -2.9773 -3.6671 1.1829
H -2.8143 -1.0001 1.3159
H -2.2903 -0.3851 -0.2181
H -0.4163 -2.0091 -0.3331
H -0.9373 -2.4901 1.2949
H -0.5353 -0.3781 1.9939
H 1.6577 -1.4791 0.5259
H 1.2287 -2.1841 2.1049
H 2.0797 0.6679 1.7729
H 2.9487 -0.6851 2.6089
H 3.3547 0.3769 4.2719
H 2.1167 1.1599 5.0569
H 2.6597 1.9169 3.5539
O 5.4057 -0.8711 -1.0281
C 4.3267 -0.1451 -0.4541
C 4.4337 1.1649 -1.0031
O 3.3177 1.8069 -0.4971
H 5.0947 -1.4171 -1.7371
H 3.3587 -0.5901 -0.6241
H 4.4267 -0.0291 0.5849
H 4.3637 1.1909 -2.0991
H 5.3247 1.6619 -0.6611
H 2.5067 1.3639 -0.7571
O -0.3383 2.2779 1.3199
C 0.5487 3.3439 1.6219
C -0.1323 4.5759 1.8359
O 0.6797 5.6199 2.3959
H 0.0667 1.4349 1.4159
H 1.0017 2.9839 2.5479
H 1.2597 3.3629 0.8329
H -0.8993 4.4299 2.6249
H -0.5823 4.9129 0.9529
H 1.1807 5.3479 3.1709
C -4.3983 -4.1591 -3.6251
C -3.8903 -2.8041 -3.6401
O -4.5313 -2.0091 -2.7171
H -4.0723 -4.7231 -2.8181
H -4.0043 -4.7781 -4.4601
H -5.4683 -4.1811 -3.6061
H -4.0213 -2.4091 -4.6571
H -2.8633 -2.8881 -3.3451
H -3.9613 -1.9601 -1.9131
C -0.8783 0.1419 -2.7851
C -0.2423 1.0229 -1.8091
O 0.9477 0.5039 -1.1351
H -1.7553 0.5809 -3.3471
H -1.0253 -0.8301 -2.2851
H -0.0813 0.1259 -3.5841
H -0.9573 1.3359 -1.0511
H 0.0727 1.9159 -2.3621
H 0.5477 -0.1151 -0.4701
```

---

Formula: C26H70FN31O17
Source: the Open Molecules 2025 dataset
Level of theory: ωB97M-V/def2-TZVPD

Summary:
Net charge ... 0
DFT total energy ... -4109.3238 Ha
Lowest unoccupied orbital energy ... -1.67 eV
Orbital gap ... 0.2639 hartree
HOMO energy ... -8.9 eV

```
145
C26H70FN31O17 (ωB97M-V/def2-TZVPD)
C 6.2704 -1.2683 -3.8523
C 5.3688 0.0981 -3.5110
C 4.5399 -0.1541 -2.1175
F 4.7109 1.0087 -1.1760
C 2.9268 -0.5017 -2.3555
C 1.9141 -0.0325 -1.1098
C 0.2710 -0.3330 -1.1631
C -0.2687 -1.1212 -2.4945
C 0.7178 -1.5747 -3.7216
C 2.3286 -1.2770 -3.6784
C -0.2491 -2.3376 -4.8020
O -0.0176 -2.4846 -6.1093
N -1.4646 -2.7798 -3.9610
C -1.7517 -1.6405 -2.9602
O -2.9885 -1.2343 -2.6651
H 5.6741 -1.8925 -4.6434
H 7.3150 -0.9581 -4.2811
H 6.4681 -1.9285 -2.8961
H 6.1631 0.9548 -3.2714
H 4.7131 0.4483 -4.4191
H 4.9750 -1.1002 -1.5335
H 2.3365 0.5149 -0.1430
H -0.4752 -0.0465 -0.3087
H 3.0158 -1.6281 -4.5588
H -1.2125 -3.6604 -3.4502
C 0.8776 -1.7488 2.5711
O 1.2697 -1.5410 1.4338
N -0.0539 -2.6750 2.8615
N 1.3419 -1.0704 3.6360
H -0.3895 -2.8606 3.7916
H -0.4297 -3.2082 2.0883
H 2.0446 -0.3639 3.4612
H 1.0313 -1.2273 4.5799
C 4.9964 2.0334 2.9435
O 4.4884 1.4482 3.8870
N 4.4360 2.0662 1.7209
N 6.1619 2.6978 3.0419
H 4.8390 2.5426 0.9318
H 3.5575 1.5784 1.6038
H 6.6171 2.6980 3.9454
H 6.5958 3.1855 2.2764
C -6.6644 0.4347 -1.4257
O -7.7878 0.8950 -1.2962
N -5.5929 0.9417 -0.7895
N -6.3973 -0.6205 -2.2161
H -4.6602 0.5765 -0.8834
H -5.7503 1.7369 -0.1845
H -7.1762 -1.0323 -2.7134
H -5.4790 -1.0136 -2.3355
C 5.6784 3.9960 6.8609
O 6.0705 4.2038 5.7235
N 4.7468 3.0698 7.1512
N 6.1427 4.6744 7.9257
H 4.4113 2.8843 8.0813
H 4.3710 2.5366 6.3781
H 6.8453 5.3809 7.7509
H 5.8320 4.5175 8.8696
C 9.2364 3.8028 9.4448
O 8.1130 4.2631 9.5743
N 10.3078 4.3098 10.0810
N 9.5034 2.7476 8.6544
H 11.2405 3.9446 9.9871
H 10.1504 5.1050 10.6861
H 8.7246 2.3358 8.1572
H 10.4218 2.3545 8.5350
C -5.5925 -4.4811 -2.6392
O -4.8953 -4.5640 -1.6403
N -5.1378 -3.9859 -3.8044
N -6.8778 -4.8774 -2.6641
H -5.6965 -3.9096 -4.6376
H -4.1751 -3.6762 -3.8287
H -7.2595 -5.2564 -1.8073
H -7.4676 -4.8170 -3.4768
C -4.6364 -6.2981 2.0912
O -4.5151 -6.6445 3.2556
N -4.4667 -7.1443 1.0592
N -4.9506 -5.0393 1.7358
H -4.5623 -6.8777 0.0939
H -4.2293 -8.1018 1.2831
H -5.0870 -4.3704 2.4824
H -5.0548 -4.7352 0.7825
C -7.8525 -7.1656 -5.3935
O -7.5331 -6.0886 -5.8718
N -8.0885 -8.2547 -6.1470
N -7.9970 -7.3596 -4.0702
H -8.3525 -9.1500 -5.7716
H -7.9907 -8.1517 -7.1486
H -7.8285 -6.5651 -3.4671
H -8.2593 -8.2389 -3.6577
C 7.0260 8.6738 7.9347
O 7.6836 7.6623 7.7473
N 7.4804 9.7130 8.6581
N 5.7883 8.8398 7.4345
H 6.9538 10.5542 8.8233
H 8.4080 9.6289 9.0526
H 5.4086 8.0809 6.8837
H 5.2315 9.6653 7.5780
C -6.1121 -4.7319 -9.2580
O -6.7249 -5.5720 -9.8978
N -6.2394 -4.5967 -7.9256
N -5.2546 -3.8663 -9.8281
H -5.7433 -3.9111 -7.3815
H -6.8752 -5.2289 -7.4573
H -5.1294 -3.9341 -10.8297
H -4.7409 -3.1676 -9.3180
C -11.6831 1.4813 -3.2207
O -12.6996 1.3672 -3.8872
N -10.9284 0.4280 -2.8591
N -11.2266 2.6705 -2.7883
H -10.0882 0.5019 -2.3107
H -11.2368 -0.4858 -3.1643
H -11.7653 3.4893 -3.0386
H -10.3918 2.7845 -2.2385
C 9.1245 4.0544 0.2639
O 8.0011 4.5147 0.3934
N 10.1960 4.5613 0.9001
N 9.3916 2.9991 -0.5265
H 11.1287 4.1962 0.8062
H 10.0386 5.3566 1.5052
H 8.6127 2.5874 -1.0237
H 10.3099 2.6061 -0.6459
C 8.2357 8.7388 12.5520
O 8.5551 9.8158 12.0737
N 7.9996 7.6497 11.7985
N 8.0912 8.5448 13.8753
H 7.7357 6.7544 12.1739
H 8.0974 7.7527 10.7969
H 8.2596 9.3393 14.4784
H 7.8288 7.6655 14.2878
C -2.0482 2.4731 -2.3545
O -1.9270 2.1267 -1.1901
N -1.8786 1.6270 -3.3865
N -2.3624 3.7319 -2.7099
H -1.9741 1.8935 -4.3519
H -1.6411 0.6694 -3.1626
H -2.4988 4.4008 -1.9633
H -2.4666 4.0361 -3.6632
C -9.5592 -8.2382 -11.2713
O -10.1720 -9.0783 -11.9111
N -9.6865 -8.1030 -9.9389
N -8.7017 -7.3726 -11.8414
H -9.1905 -7.4174 -9.3948
H -10.3223 -8.7352 -9.4706
H -8.5766 -7.4404 -12.8430
H -8.1881 -6.6739 -11.3313
```

---

Formula: C26H71F3HfN5O13S
Source: the Open Molecules 2025 dataset
Level of theory: ωB97M-V/def2-TZVPD

Summary:
Net charge ... +3
DFT total energy ... -3029.8873 Ha
Lowest unoccupied orbital energy ... -11.80 eV
Orbital gap ... 0.0507 hartree
HOMO energy ... -13.2 eV

```
120
C26H71F3HfN5O13S (ωB97M-V/def2-TZVPD)
Hf -3.8169 -0.6118 1.1541
C -0.1251 0.3433 -1.8154
F -0.6736 -0.5437 -2.6470
F 1.1484 0.4078 -1.9805
F -0.6950 1.5399 -2.0043
S -0.5318 -0.2313 -0.0945
O -0.1267 -1.6003 -0.0180
O 0.0570 0.6523 0.8484
O -2.0354 -0.1130 0.0182
C 0.8730 -4.5343 -1.8690
O 0.3223 -3.2919 -2.3352
H 0.2495 -4.9811 -1.0811
H 1.0036 -5.2131 -2.7006
H 1.8515 -4.3657 -1.4027
H 0.2649 -2.6842 -1.5924
C 4.1132 3.3377 -0.1134
C 2.9819 2.3685 0.0933
C 3.4117 0.8991 0.1335
O 4.0094 0.5608 -1.0762
C 4.2930 -0.8159 -1.1995
N 2.2097 2.7493 1.2951
H 4.7704 3.1954 0.7531
H 3.7997 4.3732 -0.1718
H 4.6583 3.0691 -1.0166
H 2.2533 2.4270 -0.7309
H 2.4593 0.3357 0.1425
H 4.0091 0.6995 1.0372
H 4.4422 -1.0581 -2.2517
H 3.3949 -1.3877 -0.9083
H 5.1852 -1.1040 -0.6429
H 2.7992 2.7271 2.1207
H 1.3953 2.1663 1.4064
C 2.6533 -0.8289 4.6179
C 2.7135 -1.5020 3.2841
C 3.1045 -2.9561 3.2698
O 3.5490 -3.2674 1.9735
C 4.2740 -4.5038 1.8949
N 1.3807 -1.3773 2.5486
H 1.8617 -1.2924 5.2096
H 2.4110 0.2291 4.4581
H 3.6288 -0.7770 5.0954
H 3.3874 -0.9432 2.6239
H 2.2081 -3.5408 3.5529
H 3.8516 -3.2017 4.0335
H 4.0443 -5.1950 2.7002
H 5.3482 -4.2885 1.8872
H 4.0711 -4.9123 0.9050
H 1.2272 -0.3964 2.3248
H 1.6455 -1.7702 1.6411
C -4.6522 3.7728 -0.7759
C -4.7261 2.2623 -0.7328
C -4.3739 1.7142 -2.0725
O -4.4490 0.3109 -2.0671
C -4.5488 -0.1549 -3.4348
N -3.9662 1.6767 0.4314
H -5.2675 4.2127 -1.5601
H -3.6488 4.1316 -1.0391
H -4.9408 4.2184 0.1774
H -5.7973 2.0449 -0.6227
H -3.3835 2.0328 -2.4428
H -5.0514 2.1384 -2.8227
H -4.6731 -1.2268 -3.4673
H -3.6114 0.1089 -3.9401
H -5.3396 0.3732 -3.9671
H -4.2070 2.3000 1.2174
H -2.9713 1.9402 0.2603
C -0.4699 0.9446 4.0468
C -1.4803 0.0298 3.3947
C -2.3802 -0.6843 4.3570
O -3.2692 -1.4457 3.5077
C -3.9579 -2.4840 4.1973
N -2.4109 0.7295 2.4748
H 0.2531 0.3752 4.6234
H -1.0149 1.5975 4.7361
H 0.0752 1.5127 3.2942
H -0.9268 -0.7930 2.9254
H -2.9383 -0.1244 5.1214
H -1.8221 -1.3717 5.0077
H -3.2423 -3.2380 4.5311
H -4.7244 -2.9780 3.5965
H -4.4870 -2.1151 5.0815
H -1.7961 1.3790 1.9290
H -2.8066 1.5665 2.9616
C 3.9249 1.9195 -4.3262
C 3.6670 0.9789 -5.4985
C 2.7398 -0.1281 -5.0517
O 2.3619 -0.8920 -6.1794
C 1.9293 -2.1830 -5.8387
N 3.1730 1.7113 -6.6495
H 4.7574 2.5902 -4.5327
H 4.0395 1.3236 -3.4205
H 3.0829 2.5894 -4.0988
H 4.5912 0.4924 -5.8268
H 1.8363 0.2746 -4.5652
H 3.3207 -0.7967 -4.3989
H 1.6443 -2.6857 -6.7596
H 1.0897 -2.1510 -5.1307
H 2.7427 -2.7726 -5.3905
H 2.5606 1.1608 -7.2420
H 2.6345 2.5298 -6.3873
C -2.0510 4.3766 2.7221
C -2.0617 4.5328 1.2554
O -1.5873 3.3349 0.5833
O -2.9933 3.3856 3.1661
H -2.2185 5.3387 3.2073
H -1.0130 4.1137 2.9684
H -1.3223 5.3007 1.0159
H -3.0037 4.8554 0.8126
H -0.8730 3.5771 -0.0162
H -3.1417 3.5689 4.1031
C -2.1726 -3.4436 0.3860
C -2.7114 -2.9472 -0.8887
O -3.8660 -2.0639 -0.6193
O -2.3263 -2.4131 1.3968
H -1.1341 -3.6881 0.1635
H -2.6491 -4.3546 0.7474
H -3.0284 -3.7822 -1.5094
H -2.0140 -2.3247 -1.4321
H -4.6458 -2.3904 -1.0899
H -1.5870 -2.4870 2.0264
```

---

The following energy above the lowest of the compared OMol25 structures with the same formula, charge and spin values (in kJ/mol) correspond, in order, to the records above: 210.8; 300.1; 645.5; 0.0.